Record 1
# C60H78N6O30

12 unconnected molecules or ions with the total composition C60H78N6O30 (ωB97M-V/def2-TZVPD, the Open Molecules 2025 dataset).

Each line ends with the Löwdin charge.
Positions of all 174 atoms, in Å:
O  -4.52  -8.71  2.56  0.035
N  -4.61  -8.36  3.76  -0.330
O  -5.31  -8.91  4.59  0.085
C  -3.86  -7.16  4.16  -0.081
C  -3.03  -6.43  3.21  0.024
C  -2.41  -5.25  3.59  -0.075
C  -2.66  -4.77  4.82  -0.097
C  -3.37  -5.43  5.81  -0.072
C  -3.95  -6.64  5.49  -0.002
H  -2.75  -6.83  2.24  0.090
H  -1.77  -4.90  2.80  0.096
H  -2.25  -3.83  5.16  0.109
H  -3.36  -5.06  6.82  0.112
H  -4.40  -7.21  6.29  0.115
O  -0.20  8.08  -1.99  0.072
N  -1.22  8.56  -1.52  -0.369
O  -1.60  9.63  -1.86  0.098
C  -2.01  7.90  -0.45  -0.091
C  -2.83  8.62  0.44  -0.016
C  -3.54  8.00  1.41  -0.106
C  -3.42  6.69  1.76  -0.055
C  -2.78  5.90  0.79  -0.057
C  -2.04  6.49  -0.23  0.007
H  -2.91  9.68  0.29  0.120
H  -4.17  8.62  2.04  0.113
H  -4.02  6.25  2.53  0.107
H  -2.80  4.83  0.95  0.092
H  -1.57  5.77  -0.89  0.102
O  2.96  -6.00  3.75  0.050
N  2.49  -7.12  3.53  -0.314
O  2.89  -8.10  4.16  0.066
C  1.50  -7.21  2.39  -0.101
C  0.64  -8.31  2.29  0.006
C  -0.44  -8.34  1.37  -0.053
C  -0.55  -7.32  0.46  -0.078
C  0.28  -6.19  0.51  -0.062
C  1.34  -6.17  1.41  0.000
H  0.89  -9.12  2.96  0.112
H  -1.16  -9.15  1.48  0.110
H  -1.29  -7.25  -0.32  0.104
H  0.18  -5.37  -0.19  0.094
H  2.10  -5.41  1.38  0.083
O  1.84  5.37  -1.51  0.052
N  2.13  5.36  -0.32  -0.318
O  1.38  4.97  0.58  0.051
C  3.52  5.74  0.03  -0.125
C  3.88  5.70  1.41  0.011
C  5.17  6.05  1.81  -0.072
C  6.10  6.43  0.86  -0.071
C  5.77  6.48  -0.53  -0.037
C  4.45  6.14  -0.92  -0.001
H  3.21  5.28  2.14  0.110
H  5.56  5.91  2.81  0.107
H  7.09  6.75  1.14  0.101
H  6.54  6.73  -1.24  0.102
H  4.19  6.17  -1.97  0.119
O  -8.01  -3.59  -0.36  0.114
N  -7.75  -3.78  0.77  -0.356
O  -8.30  -4.69  1.43  0.044
C  -6.56  -3.15  1.38  -0.130
C  -5.50  -2.64  0.60  0.017
C  -4.31  -2.20  1.24  -0.054
C  -4.29  -2.00  2.64  -0.054
C  -5.37  -2.50  3.41  -0.068
C  -6.48  -3.04  2.79  -0.010
H  -5.60  -2.88  -0.45  0.113
H  -3.53  -1.89  0.56  0.083
H  -3.41  -1.57  3.10  0.092
H  -5.37  -2.38  4.48  0.104
H  -7.35  -3.32  3.37  0.116
O  -5.86  4.52  -1.82  0.080
N  -5.34  3.42  -1.71  -0.332
O  -4.97  2.71  -2.64  0.070
C  -4.98  2.92  -0.36  -0.120
C  -3.91  2.02  -0.14  0.008
C  -3.53  1.64  1.13  -0.090
C  -4.13  2.22  2.19  -0.080
C  -5.24  3.05  2.03  -0.069
C  -5.66  3.39  0.77  -0.026
H  -3.45  1.61  -1.03  0.111
H  -2.68  1.01  1.34  0.099
H  -3.89  1.92  3.20  0.110
H  -5.82  3.46  2.84  0.110
H  -6.40  4.16  0.64  0.120
C  4.68  0.89  0.82  -0.028
C  4.23  -0.24  1.81  -0.235
O  3.88  0.26  3.05  0.041
C  2.66  0.86  3.31  -0.510
O  2.39  1.38  4.40  0.093
O  1.83  0.76  2.28  -0.004
C  0.47  1.29  2.31  0.006
H  5.27  1.63  1.36  0.087
H  3.85  1.42  0.34  0.069
H  5.38  0.52  0.07  0.071
H  5.11  -0.88  1.83  0.117
H  3.60  -1.01  1.38  0.101
H  0.32  2.19  1.72  0.091
H  0.17  1.61  3.31  0.093
H  -0.27  0.56  1.97  0.069
C  5.34  -4.22  2.21  -0.069
C  5.14  -4.87  0.91  -0.226
O  5.16  -3.99  -0.22  0.068
C  4.10  -3.26  -0.48  -0.606
O  2.97  -3.35  0.05  0.071
O  4.58  -2.29  -1.16  0.039
C  3.71  -1.35  -1.66  -0.056
H  5.44  -4.99  2.97  0.089
H  4.43  -3.63  2.33  0.073
H  6.11  -3.45  2.27  0.088
H  4.28  -5.54  0.88  0.110
H  5.93  -5.61  0.81  0.125
H  3.10  -1.76  -2.46  0.113
H  4.37  -0.53  -1.96  0.078
H  3.10  -1.00  -0.83  0.071
C  0.69  7.53  -7.86  -0.071
C  0.70  6.10  -8.24  -0.260
O  1.52  5.30  -7.42  0.008
C  1.33  4.96  -6.09  -0.494
O  2.17  4.34  -5.44  0.106
O  0.06  5.25  -5.67  -0.036
C  -0.35  5.03  -4.28  -0.007
H  1.70  7.75  -7.51  0.084
H  0.16  7.76  -6.93  0.079
H  0.46  8.21  -8.68  0.084
H  1.04  5.93  -9.26  0.128
H  -0.30  5.69  -8.17  0.119
H  -1.25  5.64  -4.30  0.097
H  0.37  5.26  -3.50  0.075
H  -0.74  4.01  -4.18  0.074
C  -0.93  -2.56  1.17  -0.055
C  -0.06  -1.92  0.09  -0.219
O  -0.69  -0.72  -0.42  -0.002
C  0.03  0.05  -1.31  -0.445
O  1.07  -0.23  -1.87  0.126
O  -0.58  1.32  -1.40  -0.051
C  0.04  2.37  -2.06  -0.075
H  -1.54  -3.31  0.67  0.063
H  -1.50  -1.75  1.63  0.060
H  -0.30  -3.08  1.88  0.082
H  0.14  -2.61  -0.73  0.103
H  0.89  -1.81  0.62  0.107
H  0.44  2.07  -3.02  0.106
H  0.90  2.66  -1.45  0.073
H  -0.67  3.20  -2.10  0.089
C  8.86  3.33  -2.69  -0.051
C  8.23  2.79  -1.40  -0.196
O  6.82  3.03  -1.44  0.001
C  5.93  2.26  -2.07  -0.555
O  6.23  1.14  -2.56  0.080
O  4.77  2.87  -1.90  0.003
C  3.64  2.33  -2.49  -0.044
H  8.52  4.35  -2.86  0.077
H  8.59  2.69  -3.54  0.076
H  9.95  3.22  -2.75  0.075
H  8.61  3.21  -0.47  0.120
H  8.37  1.71  -1.29  0.118
H  2.80  2.95  -2.17  0.068
H  3.49  1.31  -2.16  0.072
H  3.61  2.41  -3.58  0.113
C  -1.75  -3.68  -2.53  -0.031
C  -3.02  -4.60  -2.55  -0.183
O  -3.26  -5.17  -1.28  0.016
C  -4.21  -6.04  -1.08  -0.660
O  -4.87  -6.68  -1.88  0.129
O  -4.50  -6.01  0.17  0.006
C  -5.64  -6.69  0.65  -0.037
H  -1.49  -3.24  -3.49  0.084
H  -0.90  -4.23  -2.14  0.064
H  -1.95  -2.83  -1.88  0.055
H  -2.75  -5.49  -3.12  0.121
H  -3.91  -4.19  -3.02  0.133
H  -5.60  -7.77  0.53  0.097
H  -6.50  -6.41  0.04  0.095
H  -5.82  -6.35  1.67  0.094

Properties
Strongest force on any atom in hartree/bohr: 0.0839
HOMO energy in eV: -10.058
Energy relative to the best compared isomer or geometry (same formula, charge and spin) in kJ/mol: 310.1

***

Record 2
# C60H90O39

15 unconnected molecules or ions with the total composition C60H90O39 (ωB97M-V/def2-TZVPD, the Open Molecules 2025 dataset).

Each line ends with the Löwdin charge.
Positions of all 189 atoms, in Å:
O  4.29  -3.46  1.57  0.113
C  4.82  -3.65  2.62  -0.499
O  6.00  -3.04  2.89  0.016
C  6.65  -3.62  4.12  -0.070
C  5.46  -4.29  4.81  -0.150
C  4.44  -4.60  3.69  -0.056
H  7.09  -2.86  4.71  0.110
H  7.36  -4.38  3.81  0.124
H  5.05  -3.78  5.73  0.132
H  5.68  -5.20  5.32  0.095
H  3.45  -4.29  4.03  0.131
H  4.40  -5.61  3.22  0.143
O  -6.45  2.05  4.48  0.116
C  -6.25  1.10  3.77  -0.454
O  -5.07  0.83  3.09  -0.010
C  -5.29  -0.22  2.13  -0.133
C  -6.81  -0.57  2.11  -0.141
C  -7.32  0.07  3.38  -0.087
H  -4.62  -1.05  2.34  0.106
H  -4.95  0.13  1.18  0.092
H  -7.05  -1.70  2.02  0.139
H  -7.23  -0.12  1.22  0.099
H  -7.35  -0.68  4.24  0.149
H  -8.25  0.69  3.34  0.140
O  3.69  -6.52  0.77  0.110
C  4.48  -5.83  0.21  -0.469
O  5.76  -5.75  0.70  0.015
C  6.45  -4.79  -0.12  -0.134
C  5.70  -4.67  -1.49  -0.141
C  4.35  -5.08  -1.13  -0.089
H  7.48  -5.11  -0.20  0.122
H  6.44  -3.82  0.34  0.095
H  6.05  -5.40  -2.22  0.124
H  5.84  -3.67  -1.82  0.097
H  3.83  -5.70  -1.91  0.147
H  3.68  -4.27  -0.78  0.118
O  -2.05  7.28  -2.75  0.118
C  -2.01  6.78  -1.67  -0.439
O  -2.56  5.54  -1.33  -0.006
C  -2.42  5.24  0.05  -0.199
C  -1.75  6.38  0.74  -0.135
C  -1.35  7.39  -0.38  -0.032
H  -1.81  4.29  0.10  0.121
H  -3.38  5.05  0.46  0.095
H  -0.90  5.95  1.27  0.091
H  -2.44  6.79  1.48  0.115
H  -0.27  7.48  -0.59  0.115
H  -1.71  8.43  -0.29  0.124
O  4.19  2.55  -0.66  0.148
C  4.42  1.44  -0.39  -0.462
O  4.41  0.92  0.88  0.007
C  4.24  -0.49  0.85  -0.120
C  4.51  -0.99  -0.63  -0.096
C  4.64  0.31  -1.43  -0.047
H  3.23  -0.76  1.25  0.130
H  4.94  -0.94  1.52  0.090
H  3.67  -1.53  -0.93  0.066
H  5.39  -1.62  -0.65  0.096
H  3.85  0.32  -2.17  0.083
H  5.52  0.47  -1.99  0.108
O  -2.46  -4.96  -2.06  0.075
C  -1.41  -4.67  -2.66  -0.436
O  -1.10  -3.39  -2.92  0.019
C  0.25  -3.21  -3.32  -0.141
C  0.77  -4.63  -3.67  -0.118
C  -0.38  -5.60  -3.26  -0.049
H  0.88  -2.73  -2.57  0.088
H  0.24  -2.60  -4.26  0.137
H  1.69  -4.75  -3.13  0.081
H  1.01  -4.78  -4.71  0.106
H  -0.01  -6.43  -2.62  0.117
H  -0.79  -6.08  -4.14  0.118
C  2.41  5.64  -3.13  0.014
C  1.80  4.27  -3.19  -0.348
C  0.33  4.34  -3.29  -0.034
O  0.21  3.90  -4.67  0.113
C  1.30  3.39  -5.14  -0.584
O  1.44  2.82  -6.21  0.105
O  2.32  3.48  -4.25  0.096
H  3.40  5.61  -2.86  0.059
H  1.85  6.29  -2.46  0.092
H  2.26  6.05  -4.12  0.102
H  2.05  3.75  -2.29  0.125
H  -0.07  5.32  -3.24  0.116
H  -0.19  3.65  -2.63  0.130
C  0.56  -7.18  0.60  -0.006
C  0.18  -5.70  0.85  -0.282
C  0.75  -5.05  2.06  -0.077
O  1.14  -3.68  1.71  0.061
C  1.14  -3.64  0.36  -0.531
O  1.36  -2.67  -0.34  0.099
O  0.71  -4.80  -0.20  0.066
H  0.22  -7.28  -0.43  0.073
H  -0.10  -7.85  1.12  0.073
H  1.64  -7.43  0.87  0.091
H  -0.93  -5.68  0.78  0.160
H  1.62  -5.56  2.48  0.121
H  -0.01  -5.01  2.88  0.141
C  -0.46  -0.49  4.57  0.038
C  -1.93  -1.08  4.33  -0.304
C  -2.11  -2.51  4.57  -0.084
O  -2.54  -2.52  5.94  0.089
C  -3.00  -1.31  6.24  -0.574
O  -3.57  -1.02  7.25  0.163
O  -2.72  -0.40  5.28  0.042
H  -0.48  0.55  4.52  0.045
H  0.31  -0.99  4.00  0.074
H  -0.23  -0.72  5.60  0.091
H  -2.35  -0.78  3.36  0.141
H  -1.13  -3.04  4.53  0.147
H  -2.90  -2.84  3.90  0.135
C  -3.36  2.39  5.63  -0.014
C  -2.88  2.49  4.24  -0.320
C  -3.44  3.67  3.45  -0.015
O  -2.25  4.46  3.15  0.076
C  -1.15  3.84  3.52  -0.531
O  0.00  4.20  3.30  0.121
O  -1.45  2.75  4.25  0.074
H  -3.54  3.36  6.06  0.098
H  -2.54  1.85  6.13  0.097
H  -4.24  1.74  5.68  0.087
H  -2.98  1.57  3.73  0.107
H  -4.21  4.22  3.99  0.141
H  -3.86  3.31  2.51  0.126
C  2.67  0.08  -7.65  -0.019
C  3.92  -0.43  -6.95  -0.249
C  4.11  0.35  -5.56  0.001
O  3.51  -0.67  -4.67  0.037
C  3.61  -1.88  -5.19  -0.583
O  3.46  -2.86  -4.52  0.131
O  3.93  -1.84  -6.52  0.074
H  2.39  -0.66  -8.41  0.090
H  2.96  1.02  -8.10  0.085
H  1.85  0.28  -6.90  0.103
H  4.80  -0.39  -7.50  0.121
H  3.49  1.19  -5.56  0.085
H  5.12  0.50  -5.28  0.120
C  -3.83  -1.02  -3.18  0.007
C  -3.93  -1.26  -1.67  -0.314
C  -4.68  -2.50  -1.24  -0.066
O  -4.02  -2.83  -0.02  0.073
C  -2.76  -2.40  -0.15  -0.567
O  -1.86  -2.73  0.59  0.145
O  -2.67  -1.47  -1.08  0.070
H  -4.87  -0.78  -3.53  0.109
H  -3.47  -1.88  -3.71  0.075
H  -3.21  -0.22  -3.44  0.064
H  -4.32  -0.34  -1.21  0.127
H  -4.44  -3.34  -1.94  0.139
H  -5.71  -2.31  -1.02  0.134
C  -5.33  2.27  -2.54  -0.008
C  -5.29  3.07  -1.28  -0.265
C  -5.91  4.44  -1.28  -0.106
O  -6.84  4.39  -0.22  0.051
C  -6.82  3.15  0.43  -0.546
O  -7.52  2.85  1.35  0.160
O  -6.00  2.31  -0.17  0.093
H  -4.54  2.64  -3.21  0.110
H  -6.21  2.35  -3.14  0.078
H  -5.04  1.23  -2.33  0.055
H  -4.30  3.15  -0.97  0.086
H  -6.33  4.77  -2.27  0.150
H  -5.21  5.24  -1.07  0.110
C  2.57  5.95  2.58  -0.037
C  2.86  4.89  1.54  -0.318
C  2.89  3.50  2.18  -0.006
O  1.81  2.79  1.37  0.048
C  1.17  3.64  0.59  -0.553
O  0.23  3.46  -0.16  0.113
O  1.73  4.91  0.62  0.044
H  1.64  5.72  3.13  0.075
H  2.42  6.90  2.05  0.085
H  3.51  6.01  3.19  0.105
H  3.79  5.09  0.96  0.159
H  2.65  3.54  3.24  0.132
H  3.82  3.01  1.91  0.103
C  1.13  0.30  -2.12  -0.001
C  -0.05  -0.17  -1.32  -0.254
C  0.08  0.06  0.21  -0.032
O  -1.24  0.60  0.61  0.073
C  -1.85  1.02  -0.50  -0.571
O  -2.99  1.50  -0.49  0.081
O  -1.19  0.74  -1.60  0.081
H  1.85  -0.53  -2.20  0.073
H  1.68  1.17  -1.72  0.090
H  0.73  0.48  -3.13  0.104
H  -0.38  -1.22  -1.54  0.133
H  0.84  0.81  0.38  0.104
H  0.33  -0.88  0.73  0.114

Properties
Strongest force on any atom in hartree/bohr: 0.0842
HOMO energy in eV: -10.033
Energy relative to the best compared isomer or geometry (same formula, charge and spin) in kJ/mol: 5.5